{"formula": "C7H12N4O2S", "method": "ωB97M-V with the def2-TZVPD basis set", "lumo_energy_ev": [-0.16, -0.15], "gap_ev": [6.73, 6.38], "homo_energy_ev": [-6.89, -6.53], "e_above_lowest_kj_mol": 547.2, "total_energy_ha": -1041.4556, "charge": 0, "species": ["C", "C", "C", "C", "C", "C", "C", "N", "N", "N", "N", "O", "O", "S", "H", "H", "H", "H", "H", "H", "H", "H", "H", "H", "H", "H"], "positions_angstrom": [[1.3185, -1.2102, -0.1701], [0.0432, -0.5921, -0.0423], [-0.3786, 0.7615, 0.0261], [0.2014, 1.9878, -0.4783], [-2.2686, -0.5845, 0.2595], [3.6288, -1.5678, -0.3705], [-2.7246, 1.7757, 0.5779], [-1.1004, -1.4168, -0.0717], [-0.1959, 3.0601, 0.1032], [2.5904, -0.6648, -0.0182], [-1.7189, 0.7326, 0.4139], [4.3386, 0.9304, 0.9727], [1.1580, 1.9370, -1.4921], [2.9654, 0.9076, 0.3806], [1.2209, -2.2231, -0.2438], [-3.1372, -0.4335, -0.4546], [-2.6507, -1.0960, 1.2311], [3.5475, -2.2311, -1.3118], [4.4281, -0.9736, -0.5753], [4.0782, -2.0957, 0.5126], [-3.7007, 1.6482, 0.1500], [-3.0509, 1.9823, 1.5778], [-2.2263, 2.6750, 0.3401], [-0.9859, -2.3264, 0.2989], [0.3182, 3.7717, -0.4017], [0.9237, 1.3810, -2.2102]], "forces_ev_per_a": [[-2.0, 4.1, 0.8], [2.1, -0.2, -1.1], [-0.5, -0.9, -0.3], [-0.4, -0.4, 0.8], [-0.3, -1.6, 1.7], [1.1, -2.4, 0.2], [1.1, 0.3, 0.6], [-0.2, 1.6, -1.1], [1.5, -0.2, -1.3], [-2.1, -1.3, -0.6], [-1.2, -0.1, 0.5], [-0.7, -0.4, -0.3], [-0.3, 1.5, 1.9], [0.6, 0.6, 0.5], [0.5, -2.6, -0.5], [0.9, -1.1, 0.2], [-0.1, 1.4, -1.2], [-0.7, 1.0, 1.7], [2.6, 1.8, -1.0], [-1.0, -0.2, -0.7], [-0.1, -0.6, -1.4], [0.5, -0.5, 1.4], [-0.1, 1.1, -0.8], [-0.4, -0.6, 0.6], [-0.1, 1.0, 0.0], [-0.6, -1.1, -0.8]]}